Version A
The following is a quantum chemistry calculation of C8H8N2O2 in the gas phase, from OMol25.

Bonds (Å) are listed after each position.
CARTESIAN COORDINATES (ANGSTROEM)
1 C 2.188 0.666 -1.061  C2 1.347, H13 1.021, H14 1.014
2 C 1.306 0.015 -0.278  C1 1.347, N3 1.398, C6 1.482
3 N 1.523 -1.298 0.152  C2 1.398, C4 1.376, H15 0.973
4 C 0.506 -1.743 0.964  N3 1.376, C5 1.318, H16 1.123
5 C -0.462 -0.856 1.080  C4 1.318, C6 1.519, H17 1.027
6 C -0.050 0.334 0.231  C2 1.482, C5 1.519, C7 1.506, C9 1.575
7 C 0.348 1.534 1.051  C6 1.506, O8 1.192, H18 1.145
8 O -0.039 2.659 0.980  C7 1.192
9 C -0.978 0.561 -1.021  C6 1.575, C10 1.459, H19 1.152, H20 1.035
10 C -2.338 0.156 -0.684  C9 1.459, N11 1.156
11 N -3.301 -0.343 -0.286  C10 1.156, O12 1.182
12 O -4.415 -0.707 -0.129  N11 1.182
13 H 3.136 0.379 -1.309  C1 1.021
14 H 2.006 1.571 -1.480  C1 1.014
15 H 2.069 -1.992 -0.256  N3 0.973
16 H 0.434 -2.727 1.501  C4 1.123
17 H -1.260 -0.923 1.724  C5 1.027
18 H 1.123 1.136 1.794  C7 1.145
19 H -1.062 1.695 -1.208  C9 1.152
20 H -0.733 -0.116 -1.763  C9 1.035

Its SMILES is C=C1NC=C[C@]1(C=O)CC#[N+][O-]. As for the gap between HOMO and LUMO: 8.99 eV.


Version B
The following is a quantum chemistry calculation of 2 unconnected molecules or ions with the total composition C8H8N2O2, from OMol25.

Bonds (Å) are listed after each position.
CARTESIAN COORDINATES (ANGSTROEM)
1 O 0.758 1.312 -1.179  N2 1.237
2 N 0.498 0.187 -0.736  O1 1.237, O3 1.213, C4 1.450
3 O 1.307 -0.716 -0.768  N2 1.213
4 C -0.759 -0.087 -0.067  N2 1.450, C5 1.385, C9 1.398
5 C -1.923 0.545 -0.471  C4 1.385, C6 1.403, H10 1.080
6 C -3.122 0.348 0.230  C5 1.403, C7 1.373, H11 1.080
7 C -3.147 -0.344 1.416  C6 1.373, C8 1.408, H12 1.080
8 C -2.018 -1.116 1.752  C7 1.408, C9 1.370, H13 1.080
9 C -0.891 -1.002 0.982  C4 1.398, C8 1.370, H14 1.080
10 H -1.776 1.191 -1.324  C5 1.080
11 H -3.949 0.941 -0.133  C6 1.080
12 H -4.053 -0.300 2.001  C7 1.080
13 H -1.958 -1.796 2.589  C8 1.080
14 H -0.018 -1.599 1.203  C9 1.080
15 C 3.305 0.408 -0.469  C16 1.518, H18 1.090, H19 1.090, H20 1.090
16 C 3.914 0.394 -1.860  C15 1.518, N17 1.116
17 N 4.405 0.353 -2.862  C16 1.116
18 H 3.686 1.201 0.174  C15 1.090
19 H 3.506 -0.533 0.043  C15 1.090
20 H 2.235 0.613 -0.521  C15 1.090

Its SMILES is O=[N+]([O-])c1ccccc1.CC#N. As for the gap between HOMO and LUMO: 9.38 eV.


Stability summary: most stable version B, least stable version A.